{"formula": "C23H23AuBr2N4O5S2", "method": "ωB97M-V with the def2-TZVPD basis set", "species": ["H", "H", "H", "C", "C", "H", "S", "Br", "O", "C", "O", "Au", "C", "C", "N", "H", "H", "C", "C", "H", "C", "H", "H", "H", "H", "C", "H", "H", "H", "H", "C", "H", "N", "O", "C", "C", "H", "C", "N", "H", "C", "C", "C", "C", "N", "H", "S", "O", "C", "C", "O", "C", "C", "H", "C", "H", "C", "Br", "H", "H"], "positions_angstrom": [[1.35637, 0.71317, 6.13590], [2.63724, 1.66746, -2.93612], [1.87497, 1.99088, 3.67127], [3.91633, -2.89359, -1.14939], [0.82176, 2.50457, -2.54719], [-1.42730, 3.52469, -1.69395], [1.00328, 2.64964, -0.82709], [4.00929, -5.68922, -0.85291], [-1.58087, 3.88246, 0.70716], [-1.19122, 1.85901, 2.26858], [-3.54752, 2.51351, 1.35351], [-0.19752, 0.64788, -0.46901], [1.40330, 2.00893, -4.72999], [-0.01546, 2.61262, -4.68760], [-0.25370, 2.81007, -3.25718], [0.52228, 3.10154, 1.92898], [-3.19813, 1.10432, -1.90032], [-2.74238, -0.61569, -0.76734], [-3.07919, 0.86286, -0.83822], [-0.07939, 3.57117, -5.20636], [1.13699, -0.00612, 5.34482], [-2.53362, -2.42425, 0.74795], [-1.81496, -2.32458, 2.34004], [1.39349, 0.97122, -5.06324], [2.09043, -0.36419, 4.95429], [0.31821, 0.63525, 4.25981], [-4.00074, 1.07425, -0.30634], [-0.78115, -5.42759, 1.11540], [2.08264, 2.57358, -5.36542], [-2.32691, 2.93394, -3.11193], [1.36825, -2.53006, -0.06253], [-1.42675, -0.55800, 4.60944], [1.80516, 2.08937, -3.32997], [1.64358, -0.16516, -0.28152], [-0.13750, -4.62768, 0.77444], [-1.75454, 0.84677, 3.03219], [-2.44560, -3.88184, 1.76787], [-1.44534, 3.48307, -2.78091], [0.15603, -2.28238, 0.47869], [1.46215, -5.90980, 0.19177], [3.35120, -1.60725, -1.04917], [1.09399, -4.89540, 0.25922], [2.10797, -1.37406, -0.49704], [0.11038, 2.28294, 2.50445], [-1.94793, 1.59788, -0.28927], [4.91520, -3.00685, -1.54489], [-2.16024, 2.59991, 0.98603], [-3.53784, -1.49291, -0.53876], [-0.58249, -3.28505, 0.88256], [3.20715, -3.97664, -0.73167], [-1.46729, -0.85127, -1.05034], [0.85736, 1.66533, 3.49132], [1.90786, -3.82718, -0.18222], [-2.77850, 0.54619, 2.85153], [-1.92527, -2.97344, 1.46878], [0.61282, -0.84937, 5.79196], [-0.99352, 0.23966, 4.01803], [4.45945, -0.16548, -1.59846], [-1.48249, 4.49625, -3.18658], [-0.76976, 1.94465, -5.10308]], "atomic_forces_ev_per_a": [[0.00, 0.00, 0.00], [-0.09, -0.05, -0.01], [0.00, 0.00, 0.00], [-0.10, -0.04, 0.03], [-0.17, -0.01, 0.04], [0.00, 0.03, -0.09], [0.15, -0.01, 0.33], [0.00, -0.04, -0.03], [0.05, 0.04, -0.09], [-0.07, 0.09, 0.13], [-0.01, 0.16, 0.00], [-0.16, 0.07, -0.33], [-0.04, -0.08, -0.06], [0.03, -0.02, -0.01], [0.04, 0.06, 0.05], [-0.02, 0.02, 0.00], [-0.13, 0.05, 0.02], [0.42, 0.29, -0.44], [0.13, -0.40, 0.15], [0.01, 0.00, 0.02], [0.01, -0.03, -0.01], [0.15, -0.39, 0.17], [0.09, -0.04, 0.07], [0.01, 0.00, 0.02], [-0.01, 0.00, -0.01], [0.02, 0.03, 0.01], [0.02, 0.11, 0.01], [0.01, 0.00, 0.00], [-0.01, 0.01, 0.00], [0.00, 0.01, 0.02], [-0.01, 0.00, 0.02], [-0.01, 0.02, 0.02], [0.33, -0.06, 0.04], [0.23, 0.42, -0.52], [0.02, 0.03, -0.03], [0.03, -0.05, -0.10], [-0.04, 0.01, 0.02], [0.00, 0.08, 0.06], [0.26, -0.11, 0.31], [-0.01, -0.01, -0.03], [0.08, 0.06, 0.08], [0.01, 0.05, 0.05], [-0.24, -0.26, 0.02], [0.01, 0.05, 0.01], [-0.04, 0.43, -0.21], [-0.02, 0.00, -0.03], [-0.07, -0.40, 0.20], [-0.42, 0.16, -0.41], [-0.09, -0.08, 0.09], [0.00, 0.09, 0.05], [-0.13, -0.30, 0.42], [-0.01, -0.02, -0.01], [-0.06, -0.13, -0.09], [0.00, -0.02, 0.00], [0.11, 0.06, 0.14], [0.00, 0.00, -0.01], [-0.01, -0.04, -0.01], [-0.22, 0.16, -0.04], [0.00, -0.01, -0.03], [0.00, 0.01, -0.01]], "e_above_lowest_kj_mol": 85.9, "homo_lumo_gap_ev": [6.055, 6.055], "total_energy_ev": -205869.03778, "total_charge": 0, "mol_weight_g_mol": 856.37, "lumo_energy_ev": [-1.704, -1.704]}